# 1
Density functional theory data (ωB97M-V/def2-TZVPD) for a molecular structure, C14H41BClN6NbO16PS at a distorted geometry.

Molar mass (g/mol): 751.72
Energy relative to the best compared isomer or geometry (same formula, charge and spin) (kcal/mol): 143.30
Orbital gap (eV): 5.38
LUMO level (eV): 1.412
Maximum force (eV/Å): 7.94
Total charge: -1

Positions of all 82 atoms, in Å:
C (4.183357, -1.999201, -2.678050)
C (3.318022, -1.265734, -3.901259)
O (2.867405, 0.025311, -3.359498)
B (1.396242, 0.134998, -3.312203)
O (0.737822, 0.630569, -4.572643)
Nb (0.104178, -0.350604, -1.442596)
N (-1.501639, -0.825474, -2.860796)
C (0.716343, -2.548945, -1.589112)
C (1.238215, -3.215055, -0.185201)
O (0.373990, -4.417783, 0.057964)
C (-1.341417, -0.930938, 0.214696)
S (-2.967428, -1.683288, -0.449974)
O (-3.880135, -1.887727, 0.820426)
O (-2.743605, -3.128583, -1.034175)
C (1.801801, 0.173995, 0.003361)
Cl (2.777240, 1.696231, -0.550539)
C (1.234089, 0.582446, 1.523006)
C (2.576982, 0.889490, 2.458585)
P (-0.549501, 2.114771, -1.413023)
C (-1.749363, 2.554408, 0.005181)
O (-1.467605, 2.437708, -2.899546)
H (4.023396, -1.340517, -1.698095)
H (5.332530, -1.981848, -2.898394)
H (3.742331, -3.059010, -2.438944)
H (4.048210, -1.051226, -4.796814)
H (2.355630, -1.865590, -4.207037)
H (0.634157, 1.622811, -4.460554)
H (-1.109814, -1.043764, -3.802710)
H (-2.212760, -0.062436, -2.881036)
H (1.520811, -2.787209, -2.406394)
H (-0.265574, -3.140798, -1.921751)
H (2.320415, -3.661703, -0.391041)
H (1.214209, -2.490594, 0.743387)
H (0.827855, -5.043663, 0.705016)
H (-1.666193, -0.070506, 0.937644)
H (-0.891746, -1.787524, 0.914213)
H (-3.649691, -0.825840, -1.328335)
H (2.522124, -0.759510, 0.177439)
H (0.663956, -0.293682, 2.048609)
H (0.637168, 1.586623, 1.442941)
H (2.255000, 0.658399, 3.574068)
H (2.791147, 2.035854, 2.360915)
H (3.512456, 0.272011, 2.116848)
H (-2.829340, 2.244149, -0.321104)
H (-1.737966, 3.735513, 0.160386)
H (-1.453331, 2.097803, 1.058828)
H (-2.405229, 2.650910, -2.605641)
C (1.581671, 3.914329, 5.982853)
N (1.667648, 2.965995, 4.839615)
O (1.424877, 1.776076, 5.071891)
O (1.976443, 3.443089, 3.741413)
H (1.302398, 3.360119, 6.881417)
H (2.564358, 4.374804, 6.103666)
H (0.821656, 4.658757, 5.737052)
C (1.394460, -2.080893, 5.367097)
N (2.592783, -2.152612, 4.488120)
O (3.680941, -2.374342, 5.031760)
O (2.407004, -1.984258, 3.277268)
H (1.704275, -2.246559, 6.401082)
H (0.958714, -1.086580, 5.249730)
H (0.700875, -2.859364, 5.042848)
C (-0.755113, -5.180695, -5.013757)
N (-0.130680, -3.837250, -5.151457)
O (-0.352217, -3.214629, -6.196474)
O (0.564208, -3.445851, -4.206492)
H (-1.334819, -5.394846, -5.914111)
H (0.050511, -5.907623, -4.891886)
H (-1.402838, -5.154534, -4.135132)
C (-0.019204, 6.113862, 2.267425)
N (-0.388946, 6.309331, 3.695292)
O (-1.516084, 5.939317, 4.043782)
O (0.462896, 6.828718, 4.425788)
H (-0.858679, 5.649836, 1.745391)
H (0.200748, 7.097053, 1.846398)
H (0.858320, 5.464691, 2.240146)
C (-7.055113, 0.038481, -1.782110)
N (-6.430680, 1.381926, -1.919810)
O (-6.652217, 2.004547, -2.964827)
O (-5.735792, 1.773326, -0.974844)
H (-7.634819, -0.175669, -2.682464)
H (-6.249489, -0.688447, -1.660239)
H (-7.702838, 0.064643, -0.903485)

Forces on atoms 1 to 2 (eV/Å):
C -0.70 0.69 0.38
C 0.49 0.01 0.86

Mulliken atomic charge list, values in e, 6 entries: -0.52, 0.04, -0.49, 1.03, -0.66, -0.51



# 2
Density functional theory data (ωB97M-V/def2-TZVPD) for 3 unconnected molecules or ions with the total composition C14H41BIN6O4P2 at a distorted geometry.

Molar mass (g/mol): 557.18
Orbital gap (eV): 6.90
LUMO level (eV): 2.518
Maximum force (eV/Å): 6.05
Total charge: -1

Positions of all 69 atoms, in Å:
I (0.706523, -4.156171, -0.393195)
B (-0.726428, -3.106520, -2.038417)
O (-1.346538, -2.070124, -1.236845)
C (-2.713370, -2.481610, -1.175438)
C (-2.753678, -3.973963, -1.488758)
O (-1.652909, -4.144089, -2.372703)
H (-0.177073, -2.791115, -3.073364)
H (-3.195034, -1.974596, -2.019845)
H (-3.166358, -2.263550, -0.208954)
H (-3.622846, -4.245821, -2.092412)
H (-2.683445, -4.638875, -0.623002)
O (-4.635064, 2.660849, -2.218133)
P (-3.445291, 2.715174, -3.091266)
N (-3.312680, 1.144930, -3.716280)
C (-2.088111, 0.543471, -4.212903)
C (-4.427227, 0.813152, -4.596644)
N (-2.194357, 3.027522, -1.913425)
C (-1.058311, 2.122300, -1.714751)
C (-2.718110, 3.316046, -0.574207)
N (-2.735421, 3.621059, -4.365856)
C (-1.302989, 3.825575, -4.472863)
C (-3.383223, 4.950475, -4.402786)
H (-1.776166, 0.947431, -5.189520)
H (-2.231139, -0.529376, -4.352106)
H (-1.272072, 0.621568, -3.508165)
H (-4.394826, 1.381176, -5.540157)
H (-5.376175, 1.020166, -4.101235)
H (-4.409304, -0.250157, -4.835291)
H (-1.364572, 1.115546, -1.406957)
H (-0.406826, 2.538333, -0.943674)
H (-0.419243, 2.033638, -2.590953)
H (-3.042438, 2.407620, -0.053550)
H (-3.555271, 4.006295, -0.607435)
H (-1.927963, 3.779800, 0.021441)
H (-0.893162, 4.415971, -3.645525)
H (-1.122900, 4.370770, -5.402353)
H (-0.749541, 2.894786, -4.566546)
H (-3.182377, 5.526346, -3.488109)
H (-4.464877, 4.845750, -4.508110)
H (-3.025926, 5.529003, -5.255322)
O (4.040090, -1.022744, 1.686608)
P (3.444646, -1.462599, 2.966381)
N (2.229489, -0.273781, 3.178566)
C (1.688081, 0.182212, 4.439353)
C (1.145843, -0.462442, 2.206266)
N (4.836696, -1.197197, 4.017194)
C (4.814789, -0.222589, 5.098600)
C (6.079506, -0.957172, 3.280885)
N (2.720795, -2.691161, 3.926634)
C (2.909653, -2.784254, 5.359266)
C (3.090423, -4.005362, 3.340271)
H (1.028522, -0.554919, 4.926145)
H (1.086565, 1.076157, 4.258335)
H (2.464113, 0.485118, 5.135881)
H (0.563824, -1.369708, 2.416011)
H (1.544941, -0.544841, 1.196354)
H (0.470766, 0.394597, 2.216531)
H (4.637741, 0.801878, 4.741404)
H (5.775634, -0.245451, 5.619680)
H (4.081287, -0.447780, 5.870543)
H (6.130556, 0.061424, 2.876267)
H (6.201498, -1.654040, 2.458168)
H (6.926563, -1.091885, 3.959977)
H (3.947778, -2.997119, 5.644267)
H (2.286684, -3.609954, 5.710044)
H (2.557811, -1.905026, 5.893429)
H (4.173596, -4.184729, 3.402149)
H (2.790310, -4.050604, 2.290185)
H (2.578519, -4.814813, 3.860219)

Forces on atoms 1 to 2 (eV/Å):
I 0.74 -0.24 0.37
B -0.32 0.17 -0.79

Mulliken atomic charge list, values in e, 6 entries: -0.53, 0.35, -0.24, -0.13, -0.43, -0.50



# 3
Density functional theory data (ωB97M-V/def2-TZVPD) for a molecular structure, C14H42F2KN5O11S2 at a distorted geometry.

Molar mass (g/mol): 597.74
Energy relative to the best compared isomer or geometry (same formula, charge and spin) (kcal/mol): 163.54
Orbital gap (eV): 6.21
LUMO level (eV): -2.558
Maximum force (eV/Å): 8.05
Total charge: 0

Positions of all 77 atoms, in Å:
K (-5.058200, 0.197056, -6.760945)
N (-1.691553, -1.097681, -2.587607)
S (-2.237420, -0.697341, -1.218087)
O (-1.550061, 0.328462, -0.434311)
O (-2.937621, -1.640267, -0.453810)
F (-3.441846, 0.329552, -1.789123)
S (-0.278266, -1.928116, -1.913383)
O (-0.521242, -3.343858, -1.552433)
O (0.760528, -1.218587, -1.191163)
F (0.423281, -2.109419, -3.353600)
C (-1.808565, 4.868748, -4.692447)
C (-0.537429, 3.930040, -4.704072)
O (-0.800522, 2.763879, -5.527213)
H (-2.723088, 4.299558, -4.525792)
H (-1.930015, 5.322563, -5.676013)
H (-1.654445, 5.654281, -3.952654)
H (-0.247441, 3.568029, -3.717686)
H (0.388527, 4.270677, -5.167400)
H (-1.153329, 2.105325, -4.924352)
C (-1.203916, -4.616648, -8.986915)
C (-1.835187, -5.101648, -7.736946)
O (-2.693026, -4.183658, -7.157757)
H (-0.525758, -3.781545, -8.811371)
H (-1.886666, -4.346865, -9.792614)
H (-0.545558, -5.273703, -9.555194)
H (-1.226842, -5.331207, -6.862119)
H (-2.512798, -5.937377, -7.911571)
H (-2.147233, -3.647907, -6.577529)
C (2.786256, 4.476332, 5.632328)
C (2.308415, 3.532500, 4.608172)
O (1.971029, 4.193489, 3.309489)
H (2.982129, 4.012157, 6.598906)
H (2.029891, 5.259255, 5.687320)
H (3.783331, 4.831615, 5.372139)
H (1.372976, 3.044859, 4.882571)
H (3.037667, 2.726558, 4.526101)
H (1.090287, 3.856139, 3.130341)
C (-1.559961, -4.411743, 4.983271)
O (-0.907151, -3.653359, 4.358125)
N (-2.740846, -4.934118, 4.656091)
N (-1.178634, -4.848908, 6.139994)
H (-3.183439, -5.696850, 5.148497)
H (-3.285043, -4.388122, 4.003538)
H (-1.652951, -5.526325, 6.719849)
H (-0.508711, -4.219293, 6.558202)
C (5.885623, 4.955209, -1.224148)
O (6.848361, 5.213714, -1.930990)
N (5.423916, 3.697659, -1.000097)
N (5.321216, 5.865185, -0.543494)
H (5.963231, 3.000354, -1.493041)
H (4.643963, 3.658142, -0.359605)
H (4.441467, 5.600560, -0.123823)
H (5.569011, 6.819785, -0.761288)
C (-6.329178, 2.543388, 5.258377)
C (-6.888689, 3.871373, 4.757154)
C (-7.764112, 4.010285, 3.523935)
O (-7.549366, 4.344822, 5.929577)
H (-5.798144, 2.684569, 6.199741)
H (-5.609372, 2.075059, 4.587065)
H (-7.196032, 1.887836, 5.341566)
H (-6.048613, 4.521678, 4.513297)
H (-7.749524, 5.003441, 3.075035)
H (-8.804203, 3.983275, 3.848863)
H (-7.560168, 3.321027, 2.704530)
H (-8.396580, 3.897479, 5.990505)
C (6.205689, -4.904069, 1.437154)
C (6.070754, -5.487664, 0.033968)
C (6.941622, -4.778706, -0.921220)
O (6.250773, -6.844302, 0.067569)
H (5.316713, -5.166717, 2.010586)
H (6.345037, -3.829922, 1.315087)
H (7.108994, -5.201988, 1.969502)
H (5.037754, -5.312960, -0.266839)
H (7.001240, -5.244341, -1.904957)
H (7.980697, -4.917284, -0.622510)
H (6.764141, -3.709215, -1.034327)
H (5.804221, -7.194197, 0.842003)

Forces on atoms 1 to 2 (eV/Å):
K 0.21 -0.09 0.20
N 3.82 -2.01 0.48

Mulliken atomic charge list, values in e, 6 entries: 0.99, -0.23, 1.03, -0.57, -0.55, -0.39



# 4
Density functional theory data (ωB97M-V/def2-TZVPD) for a molecular structure, C14H42K2O20PV at a distorted geometry.

Molar mass (g/mol): 690.58
Orbital gap (eV): 8.00
LUMO level (eV): -1.271
Maximum force (eV/Å): 2.86
Total charge: 0

Positions of all 80 atoms, in Å:
K (0.249119, 1.234146, 2.685424)
K (-2.858568, -1.872775, 0.007769)
O (-0.597849, 2.850712, -2.232457)
V (-1.211627, 2.254007, -0.914042)
O (-1.620036, 3.462992, -0.011373)
P (-0.144599, 0.145609, -0.006286)
O (-1.515100, 0.598001, 0.499429)
O (0.637668, 1.458034, 0.121159)
O (-0.527147, 0.104516, -1.497168)
O (0.383833, -1.124692, 0.618162)
C (-2.491027, -1.397412, -3.659048)
C (-2.357950, -0.275086, -4.656496)
O (-3.661123, 0.288472, -4.944237)
O (-2.665087, -0.848555, -2.337628)
H (-1.568687, -1.988141, -3.712793)
H (-3.313783, -2.100989, -3.789152)
H (-2.092374, -0.739330, -5.611204)
H (-1.717239, 0.485218, -4.222803)
H (-4.189747, -0.408752, -5.338376)
H (-1.796573, -0.514288, -2.011645)
C (2.526033, -0.313130, -3.602536)
C (2.622098, 1.194883, -3.324265)
O (2.678371, 1.656521, -1.973209)
O (1.218900, -0.720519, -3.916531)
H (2.961648, -0.865872, -2.759993)
H (3.210731, -0.511208, -4.430178)
H (1.747641, 1.645194, -3.807331)
H (3.518098, 1.570994, -3.821849)
H (1.858922, 1.432000, -1.489939)
H (0.669953, -0.598552, -3.124509)
C (2.219002, -3.622155, -0.649365)
C (1.140392, -3.862550, -1.732018)
O (-0.184664, -3.313816, -1.494870)
O (2.593698, -2.290968, -0.482195)
H (3.017612, -4.323462, -0.897128)
H (1.759774, -3.926787, 0.306170)
H (0.999938, -4.932056, -1.891530)
H (1.453571, -3.455604, -2.698479)
H (-0.083713, -2.482613, -1.008301)
H (1.809678, -1.828502, -0.130343)
C (-1.088039, -2.266705, 3.419434)
C (-1.948269, -3.275098, 4.135636)
O (-1.339214, -4.530656, 4.443329)
O (-0.756464, -2.824360, 2.169989)
H (-0.194208, -2.151519, 4.053606)
H (-1.488050, -1.246640, 3.439931)
H (-2.773153, -3.560446, 3.461990)
H (-2.568000, -2.903269, 4.958762)
H (-1.977851, -5.033212, 4.953907)
H (-0.107973, -2.284402, 1.688305)
C (4.402991, 1.059425, 3.148937)
C (3.820093, -0.268451, 2.662832)
O (2.755588, 0.041893, 1.761328)
O (5.061684, 1.743597, 2.101273)
H (5.085481, 0.962074, 3.990170)
H (3.547973, 1.734209, 3.314451)
H (3.548792, -0.948760, 3.473990)
H (4.608980, -0.716013, 2.047780)
H (2.790475, -0.679212, 1.114311)
H (4.763235, 1.492357, 1.221501)
C (-4.845788, 1.185142, 1.011027)
C (-6.139364, 1.182544, 1.809230)
O (-6.958821, 0.043489, 1.648731)
O (-3.831966, 0.471884, 1.741613)
H (-4.453216, 2.203016, 1.000747)
H (-5.093755, 0.673134, 0.077616)
H (-6.645402, 2.079416, 1.442282)
H (-5.960962, 1.412778, 2.862145)
H (-6.708260, -0.640894, 2.273627)
H (-2.929282, 0.609982, 1.408093)
C (2.326014, 5.328533, 0.582010)
C (2.829264, 3.991007, 1.118457)
O (1.774763, 3.297006, 1.767605)
O (1.171601, 5.229580, -0.255421)
H (3.053454, 5.887128, -0.014850)
H (2.019062, 5.970609, 1.409072)
H (3.582331, 4.209985, 1.876082)
H (3.204819, 3.372809, 0.299977)
H (1.475458, 2.555575, 1.227436)
H (1.306194, 4.528978, -0.905777)

Forces on atoms 1 to 2 (eV/Å):
K 0.12 0.15 0.65
K 0.10 -0.12 0.33

Mulliken atomic charge list, values in e, 6 entries: 0.98, 1.00, -0.47, 0.78, -0.69, -0.34



Question: Look up the maximum force of the fourth one.
Answer: 2.86 eV/Å